## one
ORCA calculation (ωB97M-V/def2-TZVPD) on a single C3H3NO2 molecule.

Last column: Löwdin charge in e.
CARTESIAN COORDINATES (ANGSTROEM)
N 2.09409 -0.45966 -1.32251  0.18
C 1.22098 -0.06597 -0.68106  -0.16
C 0.17243 0.24472 0.30047  -0.34
O -0.39338 1.52439 0.29692  0.00
C -0.91310 -0.85658 0.24694  -0.19
O -0.63145 -2.01637 0.15773  0.09
H 0.72665 0.13985 1.24224  0.17
H -0.32181 1.96798 -0.55068  0.11
H -1.95441 -0.47836 0.30994  0.14

Results
2S+1 ... 1
Frontier orbital gap ... 10.898 eV
E_LUMO ... 0.257 eV
Structure (SMILES) ... N#C[C@@H](O)C=O

=====

## two
ORCA calculation (ωB97M-V/def2-TZVPD) on a single C3H3NO2 molecule.

Last column: Löwdin charge in e.
CARTESIAN COORDINATES (ANGSTROEM)
O -1.09431 -0.15171 -1.57894  0.08
C -0.29408 -0.15169 -0.50163  -0.42
C -0.25900 -0.98776 0.56729  -0.02
O 0.61625 -0.47252 1.47365  0.00
C 1.17454 0.63928 0.88818  -0.17
N 0.65000 0.80058 -0.33604  0.10
H -0.76520 0.55275 -2.15793  0.12
H -0.74508 -1.92629 0.77921  0.13
H 0.71687 1.69735 0.86622  0.17

Results
2S+1 ... 1
Frontier orbital gap ... 9.541 eV
E_LUMO ... 0.407 eV
Structure (SMILES) ... Oc1cocn1

=====

Most stable one: one, least stable one: two.